Computed, not measured: a 4-piece molecular cluster, C45H90BFN3O14S overall at a distorted geometry, with wB97M-V/def2-TZVPD.

Structure (XYZ):
```
155
Properties=species:S:1:pos:R:3:forces:R:3
C 1.6058 6.8134 -9.0696 0.073 0.018 0.022
C 1.9794 7.2785 -7.6615 -0.026 -0.058 -0.213
C 2.2810 6.1244 -6.6893 0.059 0.154 -0.001
C 1.3685 6.0856 -5.4644 0.247 0.005 0.029
C 1.8836 5.1248 -4.3768 -0.474 -0.061 -0.114
C 0.7750 4.3570 -3.6352 0.036 0.210 -0.029
C 0.3661 5.0186 -2.3195 -0.182 -0.082 -0.228
C -0.6675 4.1902 -1.5327 0.089 -0.194 -0.203
C -0.1439 3.9049 -0.1382 0.083 0.350 -0.015
N -1.1057 3.2335 0.7669 0.038 -0.594 -0.238
C -2.5400 3.5762 0.7048 -0.222 0.253 0.046
C -2.8603 4.8823 1.3884 0.010 -0.239 -0.046
C -3.3598 4.8646 2.6796 0.089 -0.312 -0.033
C -3.6726 6.0342 3.3380 -0.129 0.132 0.244
C -3.5040 7.2616 2.7180 0.037 0.168 0.140
C -3.8690 8.5427 3.4137 -0.289 -0.115 -0.137
C -3.0011 7.2753 1.4220 -0.075 0.385 0.085
C -2.6893 6.1094 0.7646 0.180 -0.098 -0.313
C -0.6794 2.3662 1.6225 0.095 -0.268 -0.306
N -1.4488 1.7321 2.5715 0.475 1.283 0.855
C -0.5103 1.2657 3.6450 -0.028 -0.159 -0.397
C 0.8710 1.7354 3.1316 0.193 -0.219 0.364
C 2.1338 0.9459 3.5197 0.088 -0.188 -0.262
C 1.9131 -0.3838 4.2325 0.061 0.087 0.219
C 1.4671 -0.2566 5.7051 0.047 -0.204 -0.149
C 2.1766 -1.2417 6.6448 -0.231 0.134 0.049
C 2.2667 -2.6687 6.1016 -0.136 0.065 0.088
O 3.3861 -2.9290 5.2807 -0.007 -0.004 -0.095
C 4.6275 -2.8666 5.9573 0.009 0.085 -0.015
S 1.0266 3.4035 3.8506 0.007 0.042 0.056
O 1.3294 3.3093 5.2348 0.006 0.037 -0.250
O -0.0552 4.2107 3.3834 0.164 0.040 0.014
F 2.3107 3.8836 3.1025 -0.024 0.047 0.049
N 0.6484 1.9020 1.6836 -0.476 -0.177 0.222
B 0.7840 0.7400 0.7620 0.479 -0.163 -0.805
O 0.1993 0.8994 -0.4813 -0.526 0.127 0.557
O 1.4730 -0.3720 1.1075 -0.491 0.140 0.639
C 0.8805 -1.6647 0.9590 0.209 -0.252 -0.327
H 1.6796 7.6309 -9.7871 -0.102 0.016 0.001
H 2.2799 6.0257 -9.4100 0.019 -0.004 -0.013
H 0.5879 6.4224 -9.1047 0.006 -0.057 -0.001
H 2.8487 7.9330 -7.7366 0.013 0.023 0.068
H 1.1651 7.8942 -7.2729 0.019 0.038 0.069
H 2.2177 5.1749 -7.2273 -0.020 -0.073 0.070
H 3.3149 6.2056 -6.3436 0.014 -0.027 0.013
H 1.3120 7.1028 -5.0691 -0.189 -0.018 0.064
H 0.3635 5.7873 -5.7727 -0.066 0.100 -0.027
H 2.4486 5.7013 -3.6424 0.300 -0.137 -0.060
H 2.5499 4.4025 -4.8495 0.126 0.022 0.068
H 1.0823 3.3248 -3.4478 0.039 -0.005 0.094
H -0.1082 4.3110 -4.2780 -0.021 -0.183 -0.017
H 1.2619 5.1950 -1.7191 0.000 0.010 0.069
H -0.0662 5.9936 -2.5520 0.136 0.122 0.111
H -0.8186 3.2370 -2.0478 -0.065 -0.037 0.053
H -1.6308 4.6946 -1.5317 0.038 0.073 0.059
H 0.1906 4.8188 0.3601 -0.191 0.066 0.019
H 0.7224 3.2632 -0.2425 0.022 -0.006 0.081
H -2.8312 3.5881 -0.3423 0.083 0.018 -0.016
H -3.1135 2.7776 1.1705 0.110 -0.126 -0.013
H -3.5233 3.9139 3.1758 -0.102 -0.012 0.068
H -4.0708 5.9958 4.3430 -0.007 -0.010 0.048
H -4.6560 9.0512 2.8533 0.060 0.078 -0.017
H -3.0180 9.2174 3.4814 0.034 0.018 0.067
H -4.2691 8.3470 4.4067 0.139 0.045 0.067
H -2.8698 8.2240 0.9168 0.013 0.020 -0.020
H -2.3169 6.1756 -0.2491 0.009 -0.074 -0.035
H -2.0767 2.4145 2.9872 -0.465 -0.296 -0.171
H -0.5769 0.1873 3.7545 0.137 -0.034 -0.103
H -0.7615 1.7189 4.6015 -0.128 -0.024 0.027
H 2.7836 1.5674 4.1343 -0.064 0.030 0.069
H 2.6761 0.7557 2.5959 0.062 0.114 0.073
H 1.2092 -1.0044 3.6768 0.049 -0.033 -0.063
H 2.8590 -0.9231 4.1914 0.028 0.010 -0.017
H 0.3921 -0.4458 5.7798 -0.040 0.086 0.011
H 1.6365 0.7629 6.0560 -0.035 0.024 0.055
H 1.6166 -1.2833 7.5820 0.030 0.062 0.030
H 3.1619 -0.8531 6.9069 0.105 -0.138 -0.057
H 2.2342 -3.3878 6.9279 0.133 0.005 0.030
H 1.3903 -2.8682 5.4803 0.006 -0.079 -0.021
H 5.0730 -1.8690 5.8928 -0.026 0.029 0.015
H 4.5183 -3.1217 7.0145 0.028 -0.108 0.010
H 5.3013 -3.5731 5.4778 0.004 -0.033 0.020
H -0.5599 0.3350 -0.6631 0.171 -0.153 -0.288
H 1.6808 -2.3990 0.9401 0.041 0.019 0.014
H 0.3144 -1.7508 0.0303 -0.005 0.048 -0.038
H 0.2273 -1.8836 1.8046 -0.011 0.067 0.013
C -4.0010 -4.5458 -3.5266 0.030 0.061 0.051
O -4.4017 -3.2474 -3.1490 0.034 -0.002 0.122
C -5.7854 -2.9756 -3.2696 0.052 0.061 -0.136
C -6.3113 -2.2833 -2.0339 -0.068 0.083 -0.040
O -6.3628 -3.1032 -0.8795 -0.143 0.024 0.108
C -5.1700 -3.4798 -0.2230 0.035 -0.166 -0.057
C -4.4611 -2.3723 0.5178 0.170 0.030 0.083
O -3.8128 -1.4731 -0.3731 -0.197 0.002 -0.173
C -3.8293 -0.1330 0.0319 0.256 0.046 0.017
H -3.8480 -4.6334 -4.6068 -0.079 -0.014 -0.006
H -3.0560 -4.7435 -3.0206 0.039 -0.028 -0.075
H -4.7296 -5.2934 -3.1974 0.004 -0.044 -0.054
H -6.3564 -3.8952 -3.4344 0.051 -0.042 0.021
H -5.9459 -2.3163 -4.1322 -0.090 -0.043 -0.007
H -7.3540 -2.0226 -2.2286 0.007 0.025 0.000
H -5.7697 -1.3510 -1.8528 0.129 -0.094 0.024
H -4.4776 -3.9922 -0.8950 0.036 0.118 -0.018
H -5.4909 -4.2018 0.5315 0.024 -0.026 -0.004
H -3.7046 -2.8338 1.1663 -0.059 0.008 0.095
H -5.1788 -1.8364 1.1486 -0.023 0.026 -0.035
H -4.8035 0.1764 0.4261 -0.010 -0.044 0.025
H -3.6108 0.4794 -0.8458 0.025 -0.011 -0.003
H -3.0598 0.0604 0.7972 -0.104 0.065 0.070
C -1.4405 -5.8543 -0.6498 -0.072 0.061 0.050
O -2.4402 -6.5737 0.0314 0.147 -0.177 -0.002
C -3.4527 -7.1238 -0.7955 -0.106 0.238 0.024
C -3.8153 -8.5368 -0.4008 -0.146 -0.012 0.108
O -2.8123 -9.4989 -0.6530 0.008 -0.068 -0.148
C -1.6807 -9.5566 0.1969 0.124 0.010 -0.010
C -1.9512 -10.0861 1.5857 0.081 0.010 0.170
O -2.6483 -9.1432 2.3809 -0.174 0.047 -0.210
C -3.5987 -9.7083 3.2554 0.057 0.014 0.067
H -1.7568 -4.8242 -0.8615 0.000 -0.010 -0.063
H -0.5604 -5.8239 -0.0072 -0.010 0.025 0.028
H -1.1633 -6.3408 -1.5906 0.007 0.006 -0.008
H -3.1432 -7.1109 -1.8464 0.064 -0.022 0.017
H -4.3529 -6.5012 -0.6969 -0.047 -0.060 -0.137
H -4.6523 -8.8316 -1.0390 -0.014 -0.002 0.016
H -4.1650 -8.5739 0.6333 0.140 0.068 0.032
H -1.1605 -8.5973 0.2452 -0.102 0.038 0.086
H -1.0132 -10.2716 -0.2891 0.019 0.017 -0.005
H -0.9842 -10.3062 2.0572 -0.008 -0.113 -0.017
H -2.5174 -11.0208 1.5106 -0.027 0.007 -0.010
H -4.1908 -10.4835 2.7577 0.006 -0.004 -0.003
H -4.2706 -8.9107 3.5697 0.040 0.019 0.036
H -3.1248 -10.1404 4.1433 -0.008 -0.051 -0.009
C 9.0583 0.3689 -2.3927 -0.009 0.069 -0.085
O 7.6718 0.3156 -2.6526 -0.066 -0.107 0.252
C 7.2277 -0.8675 -3.2884 0.066 0.116 -0.167
C 5.9340 -1.3740 -2.6940 -0.103 0.013 -0.116
O 6.0388 -1.8766 -1.3738 -0.045 -0.150 0.039
C 6.1945 -0.9703 -0.3004 0.131 0.009 0.071
C 4.9632 -0.1594 0.0292 -0.036 0.170 0.108
O 4.7198 0.8534 -0.9336 0.039 -0.213 -0.188
C 3.3651 1.0682 -1.2165 0.067 0.146 0.045
H 9.6201 0.6893 -3.2761 0.026 -0.056 -0.006
H 9.2158 1.0964 -1.5974 -0.007 0.039 -0.033
H 9.4408 -0.6003 -2.0582 0.004 -0.007 0.000
H 7.9880 -1.6529 -3.2245 0.010 0.004 0.055
H 7.0461 -0.6569 -4.3508 0.047 -0.094 -0.032
H 5.6281 -2.2349 -3.2933 -0.018 0.007 -0.003
H 5.1477 -0.6201 -2.7789 0.100 0.088 0.075
H 7.0602 -0.3192 -0.4370 -0.089 0.074 -0.091
H 6.3904 -1.6063 0.5665 0.030 0.015 0.011
H 5.1221 0.3153 1.0082 -0.059 -0.070 0.054
H 4.0994 -0.8296 0.1080 -0.016 -0.010 -0.034
H 2.8136 0.1294 -1.3264 -0.012 -0.017 0.029
H 3.3008 1.6168 -2.1559 0.019 0.073 0.038
H 2.8917 1.6745 -0.4262 -0.064 -0.024 -0.024
```
Forces are in eV/Å.

The total energy is -3508.8491 hartree. As for the LUMO energy: -2.2 eV. The calculation puts the molar mass at 959.099 u. The highest occupied orbital energy is -10.49 eV. As for the net charge: +1. The calculation puts the HOMO-LUMO gap at 8.27 eV.

Mulliken atomic charge list, values in e, 5 entries: number 1, C, carries -1.27; number 2, C, carries -0.48; number 3, C, carries -0.64; number 4, C, carries -0.68; number 5, C, carries -0.89